Entry 1:
Computed, not measured: a structure of composition C40H92AsBF10N5OTl in a non-equilibrium geometry, with ωB97M-V/def2-TZVPD.

Each line ends with the Mulliken charge.
Geometry (Å):
Tl: -2.778 5.019 2.337  0.954
As: -1.081 1.065 0.502  1.900
F: -0.474 -0.454 -0.394  -0.431
F: -1.335 0.219 2.067  -0.456
F: -1.670 2.626 1.215  -0.537
F: -0.911 1.874 -1.053  -0.460
F: -2.765 0.743 -0.028  -0.449
F: 0.572 1.361 1.030  -0.340
C: 3.002 3.144 4.388  -1.440
C: 2.413 1.696 4.160  -0.037
N: 2.267 0.735 5.412  0.250
C: 0.997 1.133 6.253  -1.043
C: 1.953 -0.700 4.976  -0.645
C: 0.698 -0.875 4.058  -0.819
C: 3.615 0.836 6.216  -0.526
C: 3.884 -0.007 7.397  -0.677
O: 2.776 -0.221 8.158  -0.205
C: 3.093 -0.805 9.431  -0.628
H: 2.539 3.869 3.719  0.208
H: 4.064 3.388 4.409  0.372
H: 2.627 3.337 5.393  0.450
H: 2.940 1.139 3.385  0.327
H: 1.390 1.854 3.818  0.167
H: 1.193 2.009 6.872  0.418
H: 0.749 0.356 6.977  0.473
H: 0.164 1.473 5.639  0.440
H: 1.883 -1.171 5.956  0.489
H: 2.910 -1.004 4.551  0.595
H: 0.481 -1.938 3.953  0.410
H: 1.003 -0.502 3.080  -0.005
H: -0.126 -0.185 4.239  0.230
H: 3.789 1.827 6.636  0.440
H: 4.359 0.571 5.465  0.357
H: 4.746 0.242 8.016  0.660
H: 4.386 -0.891 7.004  0.410
H: 3.526 -0.003 10.030  0.384
H: 3.691 -1.716 9.445  0.363
H: 2.181 -1.034 9.983  0.326
C: 3.312 -1.833 0.611  -0.977
C: 2.944 -1.049 -0.696  0.750
C: 2.798 -2.124 -1.822  -1.472
N: 3.002 -1.434 -3.180  0.537
C: 1.940 -0.228 -3.259  -1.053
C: 2.823 -2.483 -4.312  -0.413
C: 3.892 -2.287 -5.364  -0.717
C: 4.433 -0.907 -5.059  -0.599
C: 4.382 -0.921 -3.576  -0.544
H: 2.656 -2.690 0.767  0.059
H: 3.200 -1.242 1.520  -0.025
H: 4.357 -2.140 0.632  0.506
H: 3.637 -0.256 -0.975  0.247
H: 1.921 -0.713 -0.528  -0.265
H: 1.999 -2.862 -1.890  0.728
H: 3.697 -2.741 -1.824  0.444
H: 1.898 -0.002 -4.325  0.739
H: 2.292 0.598 -2.641  0.007
H: 1.009 -0.613 -2.843  0.342
H: 1.921 -2.137 -4.817  0.319
H: 2.896 -3.504 -3.938  0.350
H: 3.436 -2.381 -6.350  0.343
H: 4.666 -3.033 -5.180  0.349
H: 3.802 -0.074 -5.371  0.246
H: 5.373 -0.770 -5.593  0.441
H: 4.490 0.089 -3.181  0.059
H: 5.231 -1.457 -3.152  0.501
C: -4.185 -3.496 2.577  -1.283
C: -2.791 -3.278 1.923  -0.122
C: -2.592 -3.916 0.536  -0.176
N: -1.221 -4.633 0.320  0.336
C: 0.043 -3.694 0.591  -1.179
C: -1.171 -5.957 0.993  -0.644
C: -2.146 -6.949 0.245  -0.666
C: -2.011 -6.475 -1.185  -0.582
C: -1.212 -5.125 -1.143  -0.625
H: -4.760 -4.255 2.048  0.363
H: -4.778 -2.591 2.446  0.358
H: -4.060 -3.767 3.625  0.332
H: -1.953 -3.574 2.554  0.201
H: -2.477 -2.248 1.753  0.128
H: -2.790 -3.107 -0.168  -0.478
H: -3.348 -4.586 0.128  0.717
H: 1.029 -4.103 0.372  0.511
H: -0.101 -3.530 1.659  0.325
H: -0.133 -2.829 -0.049  0.300
H: -0.170 -6.389 0.966  0.506
H: -1.375 -5.819 2.055  0.456
H: -1.752 -7.941 0.468  0.378
H: -3.180 -6.938 0.588  0.330
H: -1.501 -7.166 -1.856  0.381
H: -3.004 -6.217 -1.554  0.267
H: -0.187 -5.308 -1.465  0.445
H: -1.687 -4.394 -1.797  0.314
C: 2.137 7.721 -3.611  -1.302
C: 1.790 6.305 -3.124  -0.497
C: 3.022 5.534 -2.573  -0.843
N: 2.684 4.358 -1.598  0.721
C: 1.684 3.362 -2.155  -1.344
C: 2.197 4.921 -0.321  -1.148
C: 3.038 4.434 0.804  -0.083
C: 3.667 3.174 0.345  0.393
C: 3.922 3.539 -1.095  -0.893
H: 2.938 7.814 -4.344  0.384
H: 2.490 8.306 -2.762  0.390
H: 1.151 8.107 -3.871  0.363
H: 1.429 5.591 -3.864  0.372
H: 0.925 6.433 -2.474  0.393
H: 3.562 6.126 -1.834  0.427
H: 3.779 5.180 -3.273  0.565
H: 2.028 2.866 -3.062  0.628
H: 0.791 3.819 -2.584  0.415
H: 1.461 2.603 -1.406  0.218
H: 1.176 4.556 -0.213  0.254
H: 1.998 5.988 -0.231  0.654
H: 2.326 4.372 1.627  0.019
H: 3.802 5.204 0.903  0.311
H: 3.050 2.276 0.378  -0.557
H: 4.589 3.000 0.900  0.633
H: 4.006 2.661 -1.735  0.134
H: 4.836 4.134 -1.111  0.497
C: -4.078 2.754 -3.046  -1.257
C: -4.813 1.509 -2.717  0.043
C: -4.729 0.332 -3.643  -0.875
N: -5.058 -1.063 -3.039  0.505
C: -4.118 -1.553 -1.951  -1.771
C: -4.904 -2.099 -4.190  -0.517
C: -6.240 -2.016 -4.941  -0.522
C: -7.214 -1.227 -4.078  -0.607
C: -6.553 -1.182 -2.744  -0.665
H: -2.990 2.764 -2.984  0.207
H: -4.388 3.544 -2.363  0.372
H: -4.396 2.924 -4.075  0.438
H: -5.814 1.856 -2.460  0.279
H: -4.574 1.221 -1.694  0.028
H: -3.701 0.154 -3.956  0.414
H: -5.216 0.575 -4.587  0.718
H: -4.294 -2.586 -1.652  0.688
H: -4.361 -0.880 -1.129  0.522
H: -3.109 -1.287 -2.268  0.508
H: -4.697 -3.143 -3.957  0.365
H: -4.169 -1.769 -4.925  0.243
H: -6.637 -3.018 -5.103  0.369
H: -6.191 -1.583 -5.941  0.347
H: -8.279 -1.425 -4.204  0.473
H: -7.203 -0.210 -4.469  0.326
H: -6.720 -2.143 -2.257  0.435
H: -6.764 -0.350 -2.073  0.491
B: -5.340 3.205 1.555  0.482
F: -4.225 2.670 2.077  -0.104
F: -5.873 3.981 2.511  -0.182
F: -4.898 3.978 0.494  -0.337
F: -6.176 2.151 1.118  -0.236

Summary:
- F_max (eV/Å) = 3.69
- HOMO-LUMO gap (eV) = 1.11
- highest occupied orbital energy (eV) = -22.18
- charge = +6
- E (eV) = -145784.80526


Entry 2:
Computed, not measured: a cluster of 6 separate species, C40H97BIN5O10 in total, with ωB97M-V/def2-TZVPD.

Each line ends with the Mulliken charge.
Geometry (Å):
C: -4.641 -7.110 -2.467  -0.755
C: -4.541 -6.518 -3.877  0.350
C: -3.293 -6.873 -4.726  -1.010
C: -2.215 -7.791 -4.121  -1.109
C: -0.954 -7.091 -3.569  -0.712
C: -0.951 -6.726 -2.080  -0.581
C: -1.560 -5.375 -1.670  -0.885
C: -1.620 -4.308 -2.746  0.325
C: -2.092 -2.986 -2.161  -0.268
C: -2.059 -1.860 -3.209  -0.745
B: -2.920 -0.664 -2.744  0.337
I: -1.942 1.160 -2.122  -0.079
H: -3.691 -7.285 -1.988  0.202
H: -5.185 -6.413 -1.835  -0.152
H: -5.228 -8.020 -2.469  0.327
H: -5.414 -6.858 -4.419  0.590
H: -4.645 -5.437 -3.814  -0.500
H: -3.650 -7.351 -5.633  0.483
H: -2.786 -5.981 -5.071  0.476
H: -2.602 -8.496 -3.393  0.472
H: -1.847 -8.397 -4.944  0.456
H: -0.670 -6.262 -4.207  0.500
H: -0.162 -7.828 -3.687  0.432
H: 0.068 -6.795 -1.715  0.181
H: -1.484 -7.525 -1.569  0.375
H: -2.552 -5.474 -1.244  0.324
H: -0.947 -4.964 -0.869  0.408
H: -2.343 -4.567 -3.509  -0.168
H: -0.654 -4.137 -3.215  0.186
H: -1.503 -2.733 -1.282  0.384
H: -3.126 -3.100 -1.835  -0.011
H: -2.448 -2.275 -4.138  0.251
H: -1.028 -1.584 -3.405  0.261
H: -4.100 -0.676 -2.691  -0.179
C: 1.063 0.958 0.344  -0.697
O: 2.141 1.226 1.221  -0.360
C: 2.603 2.570 1.182  -0.970
C: 2.294 3.293 2.476  -0.015
N: 0.863 3.526 2.629  0.041
C: 0.477 4.015 3.952  -0.449
C: 0.727 3.106 5.151  -0.737
O: -0.068 1.935 5.175  -0.471
C: 0.446 0.834 4.448  -0.517
H: 0.895 -0.118 0.351  0.197
H: 0.141 1.452 0.670  0.261
H: 1.294 1.269 -0.679  0.420
H: 2.182 3.106 0.325  0.424
H: 3.690 2.535 1.055  0.389
H: 2.811 4.259 2.475  0.270
H: 2.706 2.694 3.296  0.083
H: 0.367 2.664 2.444  -0.022
H: -0.593 4.230 3.918  0.433
H: 0.981 4.972 4.126  0.239
H: 0.446 3.670 6.045  0.433
H: 1.787 2.848 5.267  0.323
H: 1.539 0.819 4.452  0.230
H: 0.087 0.829 3.415  0.179
H: 0.084 -0.076 4.928  0.296
C: 3.005 -6.387 -1.228  -0.740
O: 2.817 -7.015 -2.481  -0.364
C: 2.550 -6.117 -3.553  -0.475
C: 3.699 -6.082 -4.538  -0.268
N: 4.874 -5.439 -3.962  -0.331
C: 6.089 -5.561 -4.763  -0.706
C: 6.663 -6.955 -4.998  -0.467
O: 7.177 -7.578 -3.836  -0.432
C: 6.234 -8.282 -3.050  -0.531
H: 3.051 -7.170 -0.473  0.237
H: 3.939 -5.816 -1.192  0.354
H: 2.171 -5.719 -0.990  0.311
H: 2.324 -5.114 -3.180  0.373
H: 1.664 -6.492 -4.069  0.132
H: 3.388 -5.523 -5.425  0.371
H: 3.900 -7.118 -4.844  0.175
H: 5.049 -5.832 -3.047  0.093
H: 6.861 -4.967 -4.269  0.372
H: 5.907 -5.094 -5.737  0.407
H: 7.516 -6.843 -5.672  0.359
H: 5.953 -7.621 -5.504  0.334
H: 5.439 -8.718 -3.661  0.273
H: 5.790 -7.642 -2.282  0.163
H: 6.763 -9.088 -2.541  0.316
C: -10.046 -2.086 0.319  -0.715
O: -10.187 -2.746 -0.925  -0.341
C: -10.508 -1.887 -2.013  -0.813
C: -9.361 -1.801 -2.997  -0.164
N: -8.228 -1.081 -2.429  -0.298
C: -7.005 -1.144 -3.224  -1.130
C: -6.354 -2.509 -3.437  -0.526
O: -5.808 -3.090 -2.265  -0.198
C: -6.715 -3.825 -1.463  -0.905
H: -9.951 -2.852 1.086  0.243
H: -9.152 -1.454 0.348  0.294
H: -10.924 -1.473 0.544  0.347
H: -10.791 -0.892 -1.658  0.414
H: -11.373 -2.321 -2.524  0.398
H: -9.701 -1.274 -3.893  0.363
H: -9.101 -2.828 -3.287  0.168
H: -8.034 -1.449 -1.506  0.076
H: -6.273 -0.499 -2.735  0.398
H: -7.208 -0.703 -4.205  0.435
H: -5.505 -2.367 -4.112  0.390
H: -7.029 -3.214 -3.937  0.523
H: -7.490 -4.308 -2.063  0.400
H: -7.185 -3.193 -0.704  0.224
H: -6.146 -4.597 -0.943  0.308
C: -1.602 11.845 2.871  -0.712
O: -2.142 11.061 1.825  -0.347
C: -1.256 10.847 0.733  -0.801
C: -0.835 9.395 0.646  -0.159
N: 0.036 9.027 1.755  -0.319
C: 0.306 7.594 1.865  -0.800
C: -0.860 6.654 2.148  -0.021
O: -1.430 6.807 3.438  -0.383
C: -2.421 7.810 3.558  -0.578
H: -2.410 12.061 3.568  0.240
H: -0.810 11.317 3.412  0.297
H: -1.205 12.791 2.492  0.344
H: -0.383 11.501 0.803  0.417
H: -1.800 11.106 -0.180  0.392
H: -0.297 9.239 -0.294  0.342
H: -1.750 8.789 0.615  0.191
H: -0.381 9.344 2.620  0.141
H: 1.032 7.467 2.672  0.354
H: 0.797 7.265 0.943  0.393
H: -0.464 5.638 2.115  -0.104
H: -1.639 6.706 1.378  0.373
H: -2.993 7.928 2.634  0.293
H: -1.988 8.774 3.841  0.167
H: -3.103 7.508 4.353  0.280
C: 7.896 6.370 7.172  -0.723
O: 7.639 6.713 5.824  -0.344
C: 8.670 6.343 4.916  -0.809
C: 8.207 5.247 3.980  -0.157
N: 8.025 3.986 4.689  -0.297
C: 7.370 2.939 3.909  -1.180
C: 5.934 3.173 3.449  -0.168
O: 4.982 3.209 4.495  -0.374
C: 4.812 4.466 5.124  -0.618
H: 7.118 6.830 7.779  0.242
H: 7.865 5.287 7.332  0.302
H: 8.867 6.751 7.500  0.348
H: 9.575 6.040 5.452  0.408
H: 8.912 7.229 4.321  0.392
H: 8.958 5.108 3.197  0.374
H: 7.281 5.595 3.502  0.154
H: 7.482 4.154 5.526  0.112
H: 7.375 2.033 4.519  0.405
H: 7.985 2.730 3.029  0.455
H: 5.653 2.319 2.826  0.319
H: 5.837 4.064 2.816  0.368
H: 4.977 5.295 4.431  0.280
H: 5.473 4.579 5.988  0.281
H: 3.784 4.517 5.489  0.243

Summary:
- F_max (eV/Å) = 0.88
- structure (SMILES) = CCCCCCCCCCBI.COCCNCCOC.COCCNCCOC.COCCNCCOC.COCCNCCOC.COCCNCCOC
- HOMO-LUMO gap (eV) = 8.66
- highest occupied orbital energy (eV) = -8.42
- charge = 0
- E (eV) = -79748.88341


Entry 3:
Computed, not measured: a structure of composition C41H101Br3N4O4 in a non-equilibrium geometry, with ωB97M-V/def2-TZVPD.

Each line ends with the Mulliken charge.
Geometry (Å):
C: 0.131 0.071 0.644  -0.348
Br: 0.403 1.150 2.357  -0.022
Br: 1.334 -1.500 0.762  -0.023
Br: 0.369 1.185 -1.009  0.019
H: -0.849 -0.399 0.568  0.365
C: -6.451 8.110 10.178  -1.258
C: -6.782 7.286 8.941  -0.375
C: -5.818 6.110 8.786  -0.542
C: -6.090 5.145 7.615  -0.804
C: -5.097 4.040 7.366  -0.505
C: -3.669 4.667 7.080  -1.140
H: -6.507 7.483 11.069  0.306
H: -7.046 9.014 10.313  0.359
H: -5.452 8.539 10.247  0.337
H: -7.768 6.823 8.975  0.296
H: -6.947 7.871 8.036  0.352
H: -5.700 5.607 9.746  0.344
H: -4.865 6.628 8.680  0.316
H: -7.083 4.710 7.733  0.389
H: -6.198 5.670 6.666  0.294
H: -5.075 3.253 8.119  0.339
H: -5.470 3.559 6.462  0.326
H: -3.230 4.028 6.313  0.374
H: -3.701 5.611 6.536  0.319
H: -2.976 4.610 7.919  0.274
C: -2.062 5.101 -5.937  -1.230
C: -3.248 5.369 -6.842  -0.329
C: -3.850 4.045 -7.375  -0.561
C: -5.260 4.245 -7.989  -0.752
C: -5.701 2.966 -8.793  -0.354
C: -6.659 2.098 -8.032  -1.209
H: -1.246 4.822 -6.604  0.329
H: -2.234 4.296 -5.222  0.258
H: -1.678 6.007 -5.469  0.367
H: -3.979 5.652 -6.086  0.243
H: -3.107 6.122 -7.617  0.382
H: -4.058 3.488 -6.461  0.041
H: -3.137 3.526 -8.016  0.466
H: -6.021 4.308 -7.210  0.325
H: -5.311 5.180 -8.546  0.440
H: -6.184 3.345 -9.694  0.275
H: -4.779 2.489 -9.125  0.336
H: -7.231 1.504 -8.746  0.345
H: -6.186 1.488 -7.263  0.271
H: -7.414 2.677 -7.500  0.355
C: 6.794 -4.107 0.486  -1.454
C: 7.168 -3.989 1.959  -0.035
C: 6.450 -4.966 2.824  -0.672
C: 6.110 -4.548 4.253  -0.694
C: 7.306 -4.112 5.026  -0.123
C: 7.165 -3.985 6.482  -1.391
H: 5.717 -3.953 0.423  0.337
H: 6.875 -5.061 -0.035  0.354
H: 7.136 -3.328 -0.195  0.365
H: 8.236 -4.174 2.069  0.246
H: 6.855 -2.999 2.292  0.225
H: 7.037 -5.884 2.838  0.263
H: 5.523 -5.194 2.298  0.386
H: 5.268 -3.857 4.202  0.299
H: 5.726 -5.397 4.819  0.307
H: 8.080 -4.852 4.822  0.323
H: 7.633 -3.126 4.696  0.229
H: 8.168 -3.810 6.872  0.347
H: 6.499 -3.137 6.643  0.316
H: 6.771 -4.867 6.985  0.368
C: -2.351 -7.276 -5.587  -1.013
C: -1.065 -6.668 -4.925  -0.561
C: -1.242 -5.201 -4.357  -0.681
C: -1.163 -4.189 -5.474  -0.681
C: -1.293 -2.734 -5.159  -0.248
C: -1.541 -1.928 -6.418  -1.362
H: -2.637 -8.214 -5.112  0.317
H: -2.192 -7.478 -6.647  0.232
H: -3.117 -6.513 -5.446  0.294
H: -0.774 -7.345 -4.122  0.376
H: -0.236 -6.853 -5.607  0.386
H: -0.304 -4.886 -3.899  0.267
H: -2.145 -5.082 -3.758  0.348
H: -0.282 -4.311 -6.104  0.283
H: -1.976 -4.317 -6.190  0.368
H: -2.011 -2.651 -4.343  0.346
H: -0.323 -2.415 -4.777  0.247
H: -2.528 -2.187 -6.799  0.357
H: -1.717 -0.876 -6.193  0.397
H: -0.826 -1.947 -7.240  0.326
C: 6.248 2.056 1.955  -1.409
C: 7.025 2.337 3.163  0.719
C: 6.296 2.498 4.478  -0.719
O: 5.202 3.423 4.412  -0.314
C: 4.415 3.665 5.566  -0.740
N: 8.094 1.338 3.262  -0.714
H: 6.776 2.050 1.001  0.357
H: 5.437 2.784 1.932  0.323
H: 5.994 1.015 2.159  0.302
H: 7.470 3.316 2.983  0.180
H: 7.018 2.761 5.251  0.310
H: 5.911 1.594 4.949  0.389
H: 3.575 2.975 5.477  0.261
H: 4.045 4.687 5.495  0.236
H: 5.002 3.657 6.484  0.319
H: 8.639 1.248 2.417  0.251
H: 8.770 1.824 3.835  0.252
C: -6.569 1.518 -0.638  -1.396
C: -5.754 2.134 -1.807  0.549
C: -4.442 2.898 -1.381  -0.425
O: -4.778 4.131 -0.697  -0.336
C: -3.565 4.904 -0.543  -0.675
N: -5.485 1.026 -2.672  -0.706
H: -7.018 2.230 0.055  0.333
H: -5.972 0.934 0.063  0.329
H: -7.386 0.848 -0.907  0.376
H: -6.383 2.787 -2.410  0.239
H: -3.795 3.003 -2.253  0.164
H: -3.877 2.199 -0.765  0.283
H: -3.953 5.771 -0.007  0.266
H: -3.095 5.250 -1.464  0.249
H: -2.848 4.357 0.068  0.301
H: -5.110 1.268 -3.578  0.207
H: -6.324 0.528 -2.929  0.248
C: -2.865 -9.898 5.510  -1.329
C: -2.095 -9.719 4.137  0.331
C: -1.153 -8.546 3.932  -0.647
O: -0.701 -8.523 2.515  -0.308
C: 0.128 -7.406 2.190  -0.791
N: -1.365 -10.977 3.917  -0.716
H: -3.369 -8.980 5.811  0.352
H: -2.270 -10.320 6.320  0.319
H: -3.690 -10.605 5.414  0.340
H: -2.872 -9.693 3.373  0.255
H: -0.389 -8.492 4.708  0.360
H: -1.635 -7.568 3.958  0.392
H: 0.928 -7.164 2.891  0.313
H: -0.372 -6.453 2.018  0.301
H: 0.670 -7.556 1.256  0.288
H: -1.240 -11.141 2.928  0.300
H: -0.384 -10.973 4.159  0.241
C: 4.510 4.066 -4.817  -1.395
C: 5.915 3.592 -4.937  0.671
C: 6.073 2.332 -5.747  -0.741
O: 5.254 1.245 -5.194  -0.247
C: 5.636 -0.071 -5.689  -0.760
N: 6.769 4.682 -5.346  -0.712
H: 4.339 5.018 -4.315  0.402
H: 3.986 3.336 -4.200  0.317
H: 4.009 4.004 -5.783  0.298
H: 6.324 3.402 -3.944  0.135
H: 7.090 1.966 -5.885  0.386
H: 5.789 2.532 -6.780  0.319
H: 6.687 -0.323 -5.552  0.307
H: 5.460 -0.125 -6.763  0.306
H: 5.022 -0.803 -5.164  0.242
H: 6.534 5.036 -6.262  0.227
H: 6.802 5.525 -4.790  0.246

Summary:
- F_max (eV/Å) = 2.66
- energy relative to the best compared isomer or geometry (same formula, charge and spin) (kJ/mol) = 435.5
- HOMO-LUMO gap (eV) = 8.48
- highest occupied orbital energy (eV) = -9.10
- charge = 0
- E (eV) = -268425.69499